Entry 1:
Computed, not measured: C11H21Br12NNbO3S as an isolated structure, with ωB97M-V with the def2-TZVPD basis set.

Summary:
Total charge = -1
Kohn-Sham gap = 6.1 eV
LUMO = 0.99 eV

Structure (XYZ):
```
50
C11H21Br12NNbO3S (ωB97M-V with the def2-TZVPD basis set)
C 0.292 4.042 -0.203
Nb 0.236 2.033 0.904
C 1.756 1.209 -0.576
C 1.781 -0.407 -0.773
O 0.748 -1.224 -0.987
C -1.567 1.257 -0.242
C -1.890 1.961 -1.677
C -1.055 1.249 -2.940
S -2.226 -0.053 -3.703
C 0.302 0.182 2.262
O -1.054 -0.203 2.741
N -1.602 -1.142 1.952
O -1.279 -2.275 2.284
H 0.715 3.806 -1.294
H 1.088 4.765 0.317
H -0.788 4.524 -0.235
H 1.644 2.675 1.903
H -0.922 2.789 2.089
H 1.550 1.702 -1.643
H 2.817 1.642 -0.244
H 2.848 -0.938 -0.685
H -2.542 1.348 0.425
H -1.434 0.095 -0.449
H -3.031 1.693 -1.913
H -1.844 3.130 -1.701
H -0.817 1.992 -3.811
H -0.122 0.642 -2.583
H -3.105 -0.541 -2.683
H 0.930 0.474 3.229
H 0.826 -0.753 1.804
C -5.205 0.439 3.537
Br -3.821 -0.351 2.422
Br -5.654 2.243 2.963
Br -6.779 -0.697 3.651
H -4.794 0.519 4.548
C 3.902 -4.299 0.581
Br 4.771 -4.754 2.261
Br 2.056 -3.745 0.846
Br 4.917 -2.977 -0.424
H 3.879 -5.211 -0.024
C -1.845 5.187 -4.103
Br -2.370 6.440 -5.496
Br 0.067 5.260 -3.748
Br -2.891 5.427 -2.481
H -2.062 4.182 -4.478
C 4.660 -8.602 1.763
Br 6.574 -8.502 2.098
Br 4.179 -7.789 0.063
Br 3.995 -10.424 1.908
H 4.167 -8.019 2.547
```

Mulliken population analysis, charges in e, atoms 1 to 5:
1 C -0.3712
2 Nb -0.5328
3 C -0.6549
4 C 0.5448
5 O -0.4179

---

Entry 2:
Computed, not measured: C2H2CaFLiO2 as an isolated structure, with ωB97M-V with the def2-TZVPD basis set.

Summary:
Total charge = 0
Kohn-Sham gap (alpha / beta) = 5.1 / 5.2 eV
LUMO (alpha / beta) = -0.84 / -0.80 eV

Structure (XYZ):
```
9
C2H2CaFLiO2 (ωB97M-V with the def2-TZVPD basis set)
F 0.757 -1.409 1.136
C 0.155 -0.217 0.577
C -1.300 -0.243 0.853
H -1.916 -0.608 0.021
H -1.568 -0.819 1.762
O 0.792 0.830 1.694
O 0.845 2.152 1.025
Li 1.258 0.210 -5.192
Ca 0.977 0.103 -1.877
```

Mulliken population analysis, charges in e, atoms 1 to 5:
1 F -0.3280
2 C -0.0243
3 C -0.6691
4 H 0.2470
5 H 0.3100

---

Entry 3:
Computed, not measured: a 9-piece molecular cluster, C34H92N6O14 overall, with ωB97M-V with the def2-TZVPD basis set.

Summary:
Energy above the lowest of the compared OMol25 structures with the same formula, charge and spin = 572.2 kJ/mol
Total charge = 0
Kohn-Sham gap = 8.9 eV
SMILES string = COC[C@H](C)N.COC[C@H](C)N.COC[C@H](C)N.COC[C@H](C)N.COCCNCCOC.COCCNCCOC.OCCO.OCCO.OCCO
LUMO = 0.35 eV

Structure (XYZ):
```
146
C34H92N6O14 (ωB97M-V with the def2-TZVPD basis set)
C 14.735 -10.356 23.473
O 15.953 -10.786 23.950
C 16.827 -11.483 23.021
C 18.081 -11.738 23.861
C 19.221 -12.456 23.167
N 17.768 -12.415 25.160
H 14.256 -9.759 24.249
H 14.085 -11.231 23.469
H 14.879 -9.784 22.557
H 16.323 -12.411 22.750
H 17.074 -11.054 22.050
H 18.584 -10.774 23.926
H 19.610 -11.853 22.346
H 18.830 -13.400 22.790
H 19.946 -12.694 23.946
H 18.542 -12.400 25.808
H 17.033 -11.812 25.501
C 35.603 -19.558 19.037
O 34.396 -18.901 18.853
C 33.239 -19.770 19.077
C 31.942 -19.185 18.511
C 31.155 -18.360 19.590
N 31.093 -20.186 17.937
H 35.635 -20.441 18.398
H 35.729 -20.038 20.007
H 36.538 -19.003 18.961
H 33.370 -20.625 18.414
H 33.088 -20.195 20.070
H 32.220 -18.540 17.677
H 31.878 -17.903 20.266
H 30.664 -19.062 20.264
H 30.476 -17.611 19.183
H 30.237 -19.833 17.532
H 30.958 -21.036 18.465
C 20.796 -16.125 18.998
O 21.848 -15.256 18.616
C 23.066 -15.816 18.468
C 24.081 -14.760 18.052
C 25.300 -15.351 17.451
N 24.375 -13.956 19.166
H 19.942 -15.466 19.155
H 21.022 -16.644 19.929
H 20.542 -16.809 18.189
H 23.277 -16.252 19.444
H 23.120 -16.549 17.663
H 23.549 -14.241 17.256
H 25.955 -15.842 18.170
H 25.860 -14.516 17.030
H 24.856 -15.979 16.679
H 23.465 -13.738 19.545
H 24.708 -13.042 18.893
C 20.809 -18.107 26.867
O 20.456 -19.409 27.094
C 20.870 -20.334 26.065
C 20.235 -21.714 26.294
C 18.774 -21.843 25.811
N 20.255 -22.029 27.622
H 20.580 -17.483 27.731
H 20.412 -17.654 25.958
H 21.866 -18.177 26.611
H 20.449 -19.995 25.119
H 21.939 -20.549 26.080
H 20.781 -22.475 25.735
H 18.387 -22.851 25.963
H 18.830 -21.589 24.752
H 18.100 -21.125 26.277
H 21.180 -21.747 27.912
H 19.743 -21.271 28.050
C 21.731 -29.767 24.719
O 20.867 -28.847 24.117
C 21.041 -27.502 24.521
C 20.157 -26.655 23.527
N 20.988 -26.493 22.290
C 22.024 -25.436 22.275
C 21.448 -24.265 21.479
O 22.386 -23.195 21.395
C 21.767 -22.069 20.760
H 21.518 -29.755 25.788
H 22.784 -29.610 24.483
H 21.621 -30.782 24.338
H 22.102 -27.260 24.448
H 20.802 -27.311 25.567
H 19.782 -25.666 23.790
H 19.246 -27.209 23.303
H 21.188 -27.462 22.087
H 22.782 -25.882 21.631
H 22.469 -25.278 23.257
H 20.492 -23.930 21.881
H 21.172 -24.451 20.441
H 22.097 -22.206 19.730
H 22.269 -21.149 21.060
H 20.686 -22.193 20.690
C 28.748 -23.450 20.065
O 30.104 -23.903 20.061
C 30.176 -25.344 19.955
C 31.547 -25.809 19.445
N 31.988 -27.100 19.929
C 33.475 -27.294 19.784
C 33.942 -28.467 20.635
O 35.326 -28.560 20.384
C 36.044 -29.396 21.298
H 28.535 -23.725 19.032
H 28.670 -22.378 20.248
H 28.085 -23.960 20.764
H 29.341 -25.569 19.292
H 29.962 -25.675 20.971
H 32.128 -24.914 19.669
H 31.441 -25.907 18.364
H 31.449 -27.684 19.304
H 34.117 -26.482 20.125
H 33.704 -27.367 18.721
H 33.441 -29.411 20.417
H 33.672 -28.167 21.647
H 36.137 -28.776 22.190
H 36.968 -29.676 20.792
H 35.506 -30.342 21.240
O 31.739 -12.132 22.793
C 31.132 -12.352 21.516
C 32.182 -12.617 20.452
O 32.365 -11.464 19.661
H 31.074 -11.662 23.302
H 30.477 -13.218 21.612
H 30.397 -11.594 21.246
H 31.983 -13.452 19.780
H 33.069 -12.982 20.971
H 33.276 -11.428 19.362
O 28.327 -17.432 26.701
C 28.439 -16.240 27.525
C 29.873 -16.172 28.158
O 29.843 -16.956 29.378
H 29.001 -18.085 26.904
H 28.443 -15.506 26.719
H 27.550 -16.057 28.129
H 29.890 -15.092 28.299
H 30.653 -16.328 27.412
H 29.653 -16.304 30.056
O 23.709 -16.118 23.185
C 24.739 -17.059 23.502
C 25.879 -17.093 22.419
O 26.316 -15.773 22.154
H 24.157 -15.273 23.109
H 25.096 -16.679 24.459
H 24.487 -18.113 23.619
H 25.556 -17.440 21.438
H 26.751 -17.646 22.770
H 25.703 -15.368 21.537
```

Mulliken population analysis, charges in e, atoms 1 to 5:
1 C -0.7946
2 O -0.3011
3 C -0.6807
4 C 0.7257
5 C -1.4640

---

Entry 4:
Computed, not measured: C8H15N as an isolated structure, with ωB97M-V with the def2-TZVPD basis set.

Summary:
Energy above the lowest of the compared OMol25 structures with the same formula, charge and spin = 503.6 kJ/mol
Total charge = 0
Kohn-Sham gap = 9.5 eV
LUMO = 1.03 eV

Structure (XYZ):
```
24
C8H15N (ωB97M-V with the def2-TZVPD basis set)
C -2.179 0.615 -0.854
C -1.375 -0.423 -0.321
C -1.195 -0.384 1.310
C 0.092 0.506 1.462
C 0.961 0.366 0.193
C 1.515 1.706 -0.467
C 1.781 -0.832 0.111
C 0.653 -1.572 -0.638
H -1.952 1.604 -0.374
H -2.094 0.614 -1.873
H -3.383 0.394 -0.615
H -1.514 -1.581 -0.479
H -1.129 -1.313 1.742
H -1.861 0.349 1.829
H -0.246 1.546 1.317
H 0.399 0.096 2.432
H 0.558 2.612 -0.160
H 1.360 1.675 -1.783
H 2.501 2.011 0.026
H 2.353 -1.546 0.911
H 2.528 -0.498 -0.666
H 0.049 -2.267 -0.194
H 0.971 -2.013 -1.605
N -0.009 -0.225 -0.755
```

Mulliken population analysis, charges in e, atoms 1 to 5:
1 C -1.4832
2 C 0.3687
3 C -0.7745
4 C -0.9072
5 C 0.7871

---

Entry 5:
Computed, not measured: a 6-piece molecular cluster, C4H19NO8 overall, with ωB97M-V with the def2-TZVPD basis set.

Summary:
Energy above the lowest of the compared OMol25 structures with the same formula, charge and spin = 98.1 kJ/mol
Multiplicity = 2
Total charge = +1
Kohn-Sham gap (alpha / beta) = 11.2 / 5.9 eV
LUMO (alpha / beta) = -2.99 / -8.28 eV

Structure (XYZ):
```
32
C4H19NO8 (ωB97M-V with the def2-TZVPD basis set)
O 2.471 0.640 -1.408
C 1.854 0.501 -0.376
N 0.473 0.417 -0.482
C -0.443 0.018 0.559
C 0.057 -0.794 1.768
O -0.381 -2.152 1.573
C -1.098 1.400 1.127
O -2.271 1.093 1.807
H 2.401 0.506 0.579
H -0.012 0.439 -1.383
H -1.230 -0.533 0.073
H 1.129 -0.852 1.934
H -0.472 -0.482 2.640
H -1.178 -2.322 2.086
H -0.349 1.774 1.838
H -1.488 2.106 0.374
H -3.021 1.640 1.556
H -2.196 2.570 -2.342
H -3.061 1.275 -2.276
O -2.607 1.931 -1.740
H -0.040 -2.507 -3.859
H 0.389 -2.467 -2.336
O -0.246 -2.147 -2.993
H -2.240 -1.108 -1.266
H -1.598 -0.844 -2.642
O -2.285 -0.528 -2.030
H 2.177 -1.835 0.231
H 3.163 -3.034 0.003
O 2.810 -2.426 0.661
H 1.653 2.510 3.030
H 2.321 3.209 1.821
O 2.215 2.359 2.262
```

Mulliken population analysis, charges in e, atoms 1 to 5:
1 O -0.4267
2 C -0.2030
3 N 0.2432
4 C 0.8857
5 C -0.7366

---

Entry 6:
Computed, not measured: C27H32Cl2N6O5SV as an isolated structure, with ωB97M-V with the def2-TZVPD basis set.

Summary:
Energy above the lowest of the compared OMol25 structures with the same formula, charge and spin = 114.2 kJ/mol
Multiplicity = 2
Total charge = -2
Kohn-Sham gap (alpha / beta) = 2.6 / 2.8 eV
LUMO (alpha / beta) = 3.87 / 3.87 eV

Structure (XYZ):
```
74
C27H32Cl2N6O5SV (ωB97M-V with the def2-TZVPD basis set)
V -1.399 -1.138 -0.289
C 2.253 3.022 5.240
C 1.676 1.872 4.458
C 0.300 1.695 4.346
C -0.229 0.586 3.705
C 0.618 -0.368 3.159
C 1.991 -0.194 3.242
C 2.515 0.918 3.880
S -0.073 -1.900 2.518
O 0.996 -2.455 1.700
O -0.384 -2.664 3.712
N -1.317 -1.523 1.645
C -2.648 -1.741 2.192
C -3.536 -2.400 1.108
O -4.563 -2.983 1.472
O -3.115 -2.255 -0.086
H 1.486 3.759 5.477
H 3.052 3.523 4.689
H 2.679 2.664 6.180
H -0.369 2.434 4.773
H -1.302 0.450 3.627
H 2.637 -0.948 2.810
H 3.590 1.050 3.946
H -3.129 -0.791 2.465
H -2.623 -2.371 3.080
C 4.256 1.800 -1.575
C 3.659 1.458 -0.205
N 2.729 0.352 -0.223
C 3.288 -0.993 -0.316
C 3.218 -1.593 -1.722
C 1.368 0.552 -0.319
C 0.881 1.956 -0.549
N 0.493 -0.378 -0.245
H 4.859 2.710 -1.514
H 3.463 1.946 -2.309
H 4.895 0.990 -1.928
H 3.165 2.336 0.210
H 4.473 1.202 0.481
H 2.773 -1.656 0.377
H 4.328 -0.927 0.016
H 2.192 -1.592 -2.091
H 3.558 -2.630 -1.691
H 3.842 -1.044 -2.429
H 1.455 2.462 -1.327
H 0.935 2.544 0.370
H -0.163 1.896 -0.849
H 0.872 -1.290 0.023
N -5.660 0.953 -2.992
C -5.378 1.982 -2.110
O -6.060 3.001 -2.154
C -4.294 1.773 -1.154
C -4.037 2.766 -0.160
C -3.002 2.550 0.735
C -2.230 1.404 0.653
N -2.455 0.449 -0.321
C -3.477 0.656 -1.179
H -6.219 1.246 -3.775
H -4.927 0.296 -3.204
H -4.655 3.652 -0.136
H -2.772 3.279 1.505
H -1.402 1.220 1.325
H -3.603 -0.137 -1.906
Cl -0.080 -3.723 -0.941
C 0.015 -3.291 -2.629
C 0.699 -4.031 -3.554
C 0.769 -3.597 -4.884
C 0.145 -2.398 -5.238
C -0.535 -1.655 -4.303
Cl -1.266 -0.139 -4.768
C -0.658 -2.039 -2.923
N -1.255 -1.387 -1.976
H 1.193 -4.948 -3.252
H 1.309 -4.172 -5.626
H 0.188 -2.046 -6.263
```

Mulliken population analysis, charges in e, atoms 1 to 5:
1 V -0.2870
2 C -1.5293
3 C 1.1739
4 C -0.9531
5 C -0.4440

---

no.,M (g mol⁻¹)
1,1299.11
2,124.05
3,809.14
4,125.21
5,209.19
6,674.51